#w
Molecular formula: C3H6N2O3
Method: DFT, wB97M-V/def2-TZVPD

- Total charge: 0
- Frontier orbital gap: 9.9089 eV
- Highest occupied orbital energy: -9.890 eV
- SMILES: [H]/N=C\N(O)CC(=O)O

Atoms and positions in Å:
H -1.7651 0.4080 -0.1197
H 0.2460 0.2945 1.9283
C 1.1663 -0.7331 -1.0407
H 1.9902 0.0163 -0.9562
O -0.7831 2.6093 1.5535
O -0.9610 -1.1267 -0.1920
H 1.2728 1.2455 0.5707
O -1.8469 1.4073 -0.1147
C -0.7771 1.6644 0.7597
N 0.1194 -0.2597 -0.2002
C 0.2856 0.6763 0.7702
N 1.3522 -1.8379 -1.7474
H 0.4423 -2.4577 -1.6353
H -0.7415 -1.9065 0.4239

#x
Molecular formula: C3H6N2O3
Method: DFT, wB97M-V/def2-TZVPD

- Total charge: 0
- Frontier orbital gap: 9.7711 eV
- Highest occupied orbital energy: -9.075 eV
- SMILES: C/N=C(\NO)OC=O

Atoms and positions in Å:
O -2.6022 -0.3169 0.7841
H 0.9288 1.2476 -0.2307
H 3.1493 -0.8207 0.2645
H -1.5605 1.4354 0.4438
N 0.0798 0.8483 0.0449
N 1.1654 -1.1142 -0.1408
O -0.9966 -1.0106 -0.6192
C -2.2665 -0.8396 -0.1831
C 0.0016 -0.5264 -0.1022
O -1.0416 1.5262 -0.5107
H -3.1609 -1.1111 -0.9040
C 2.1281 -0.2522 0.2372
H 2.5738 0.5976 -0.1777
H 1.6016 0.3367 1.0942

Which structure is the most stable? The one labeled #w.